# C4H7N3O2

One molecule with the formula C4H7N3O2 (ωB97M-V with the def2-TZVPD basis set, OMol25).

```
16
Properties=species:S:1:pos:R:3:forces:R:3
C -0.70864 -0.45260 2.03642 1.294 0.925 -1.491
C 1.22082 0.39814 0.62498 2.351 -0.234 -0.245
C -0.79131 0.25285 -0.58110 -3.756 0.328 -0.342
C 0.95080 -1.15650 -1.16626 -0.430 -2.503 2.934
N 0.41356 -0.13481 1.85688 0.623 -0.522 1.276
N 0.51563 0.04394 -0.53539 2.098 1.137 1.306
N -1.52028 1.44130 -0.29676 0.387 -1.714 -0.738
O -2.68754 1.45317 -0.72326 0.417 0.387 0.417
O -1.00103 2.31543 0.37431 0.365 0.950 0.514
H -1.74432 -0.59705 1.91341 -0.845 -0.261 -0.038
H 1.30044 1.47496 0.81416 -0.418 -0.418 0.013
H 2.33302 -0.04584 0.59834 -2.729 0.808 0.303
H -1.37955 -0.31037 -1.27486 0.051 -0.397 -0.207
H 0.71586 -2.10400 -0.56589 -0.650 1.051 -0.145
H 0.38504 -1.29127 -2.02629 0.074 -0.160 -2.177
H 1.99751 -1.28735 -1.04869 1.168 0.623 -1.380
```
Forces are in eV/Å.

frontier orbital gap (alpha / beta): 6.73 / 7.38 eV
HOMO level (alpha / beta): -7.26 / -7.48 eV
2S+1: 1
net charge: 0


# C3H4N2

One molecule with the formula C3H4N2 (ωB97M-V with the def2-TZVPD basis set, OMol25).

```
9
Properties=species:S:1:pos:R:3:forces:R:3
C 2.56040 -0.11788 0.04581 -0.716 -0.439 0.398
C 1.36073 0.05382 -0.00084 2.135 -0.659 -0.675
C 0.01137 0.40652 -0.13837 -0.257 0.871 0.689
N -0.94245 -0.42649 -0.09960 1.468 -1.873 -0.478
N -2.14946 -0.06613 0.15008 -3.962 3.327 0.248
H 3.56259 -0.46402 0.23913 -0.409 0.397 -0.215
H -0.14427 1.47069 -0.05395 -0.506 0.586 0.035
H -2.95932 -0.60731 -0.19412 1.363 0.058 0.266
H -2.41064 0.99428 0.21595 0.883 -2.268 -0.268
```
Forces are in eV/Å.

frontier orbital gap: 9.39 eV
HOMO level: -8.40 eV
2S+1: 1
net charge: 0